ORCA calculation (ωB97M-V with the def2-TZVPD basis set) on a single C3H6N2 molecule.

Geometry as ORCA input:
```
! RIJCOSX wB97M-V def2-TZVPD def2/J DEFGRID3
* xyz 0 1
C 1.54 -1.29 -0.29
N 0.60 -0.29 0.18
C -1.88 1.77 0.14
C -1.35 0.61 -0.15
N -0.71 -0.42 -0.40
H 1.22 -2.33 -0.16
H 2.45 -1.11 0.29
H 1.76 -1.11 -1.34
H 0.47 -0.37 1.18
H -2.35 1.94 1.10
H -1.74 2.60 -0.54
*
```

HOMO energy	-0.325	Eh
relative energy (zero: lowest compared OMol25 entry of this formula, charge and spin)	2.863	eV
SMILES string	C=C=NNC
frontier orbital gap	9.914	eV

Atomic partial charges in e from the Mulliken method, atoms 1 to 2:
1. C -0.709
2. N -0.211

ORCA calculation (ωB97M-V with the def2-TZVPD basis set) on a single C27H35FN2O molecule.

Geometry as ORCA input:
```
! RIJCOSX wB97M-V def2-TZVPD def2/J DEFGRID3
* xyz 0 1
C -6.10 -0.07 -1.16
H -6.13 0.82 -0.54
H -5.43 0.10 -2.00
H -7.10 -0.25 -1.54
C -5.63 -1.29 -0.37
N -4.22 -1.22 -0.01
C -3.91 -0.14 0.92
H -4.82 0.17 1.46
C -3.28 1.08 0.24
C -3.07 2.20 1.27
C -2.39 3.39 0.60
C -1.09 2.94 -0.05
N -1.38 1.91 -1.03
C -0.35 1.65 -2.00
H -0.03 2.61 -2.40
C 0.90 0.86 -1.53
C 1.73 1.57 -0.50
C 2.39 2.75 -0.83
C 3.14 3.39 0.13
C 3.27 2.91 1.42
C 2.62 1.73 1.74
C 1.86 1.07 0.79
H 1.36 0.15 1.05
H 2.70 1.32 2.73
H 3.86 3.44 2.14
F 3.78 4.54 -0.20
H 2.33 3.16 -1.83
H 1.51 0.68 -2.42
H 0.58 -0.11 -1.14
H -0.81 1.07 -2.81
C -1.94 0.73 -0.40
H -2.10 -0.03 -1.16
H -1.27 0.32 0.38
H -0.62 3.78 -0.56
H -0.40 2.59 0.73
H -3.05 3.80 -0.18
H -2.19 4.17 1.33
H -4.03 2.51 1.70
H -2.44 1.83 2.08
H -3.94 1.45 -0.55
H -3.20 -0.51 1.66
C -3.73 -2.52 0.46
C -2.23 -2.57 0.39
C -1.61 -2.63 -0.85
C -0.23 -2.62 -0.96
C 0.56 -2.53 0.19
C -0.06 -2.49 1.44
C -1.44 -2.51 1.53
H -1.91 -2.48 2.51
H 0.54 -2.43 2.33
C 1.96 -2.44 0.09
C 3.15 -2.28 -0.02
C 4.58 -2.12 -0.14
H 4.96 -1.58 0.74
H 4.81 -1.53 -1.03
C 5.28 -3.48 -0.25
O 6.67 -3.36 -0.45
H 7.05 -2.89 0.30
H 5.07 -4.09 0.64
H 4.91 -4.02 -1.13
H 0.25 -2.67 -1.92
H -2.22 -2.69 -1.74
H -4.07 -2.74 1.49
H -4.14 -3.29 -0.20
H -6.27 -1.41 0.53
H -5.77 -2.18 -0.99
*
```

HOMO energy	-0.293	Eh
relative energy (zero: lowest compared OMol25 entry of this formula, charge and spin)	0.136	eV
SMILES string	CCN(Cc1ccc(C#CCCO)cc1)C[C@H]1CCCN(CCc2cccc(F)c2)C1
frontier orbital gap	8.630	eV

Atomic partial charges in e from the Mulliken method, atoms 1 to 2:
1. C -1.247
2. H 0.248

ORCA calculation (ωB97M-V with the def2-TZVPD basis set) on a molecular structure, C28H35N5PtS3 in a non-equilibrium geometry.

Geometry as ORCA input:
```
! RIJCOSX wB97M-V def2-TZVPD def2/J DEFGRID3
* xyz 4 5
Pt -1.10 0.66 -1.10
S 1.24 0.07 -1.08
C 1.82 0.34 0.50
N 3.12 0.38 0.71
C 3.61 0.64 2.06
C 2.77 -0.13 3.05
N 1.36 0.24 2.88
C 0.53 0.21 4.09
C 0.77 1.41 4.98
C 0.60 2.74 4.46
C 0.72 3.83 5.27
C 1.08 3.63 6.62
C 1.22 2.31 7.16
C 1.10 1.22 6.33
C 0.89 0.45 1.65
S -0.76 0.75 1.38
C 4.10 0.30 -0.38
C 4.50 -1.12 -0.73
C 4.57 -1.48 -2.07
C 5.02 -2.74 -2.44
C 5.40 -3.65 -1.46
C 5.31 -3.31 -0.12
C 4.87 -2.05 0.25
H 3.59 1.72 2.26
H 4.65 0.32 2.13
H 3.08 0.12 4.07
H 2.90 -1.20 2.90
H 0.77 -0.70 4.64
H -0.52 0.16 3.81
H 0.34 2.88 3.42
H 0.56 4.82 4.89
H 1.31 4.49 7.25
H 1.43 2.18 8.21
H 1.22 0.23 6.74
H 4.98 0.86 -0.06
H 3.68 0.79 -1.26
H 4.31 -0.76 -2.84
H 5.08 -3.01 -3.48
H 5.79 -4.62 -1.75
H 5.59 -4.02 0.64
H 4.84 -1.78 1.30
N -3.43 3.73 -2.78
C -2.33 3.28 -3.35
N -2.17 3.32 -4.66
S -0.97 2.71 -2.41
H -4.16 4.18 -3.33
H -3.52 3.80 -1.78
H -2.81 3.80 -5.28
H -1.29 3.03 -5.06
C -4.05 -3.45 -3.61
N -2.73 -2.77 -3.47
C -2.04 -3.19 -2.22
C -2.80 -1.26 -3.62
C -3.61 -0.56 -2.55
C -4.98 -0.43 -2.73
C -5.79 0.14 -1.75
C -5.24 0.60 -0.56
C -3.87 0.50 -0.37
C -3.04 0.00 -1.39
H -3.90 -4.53 -3.55
H -4.49 -3.22 -4.58
H -4.72 -3.15 -2.82
H -2.16 -3.10 -4.26
H -2.68 -2.98 -1.37
H -1.10 -2.66 -2.12
H -1.86 -4.26 -2.26
H -3.23 -1.06 -4.60
H -1.77 -0.90 -3.61
H -5.43 -0.78 -3.65
H -6.86 0.18 -1.90
H -5.86 1.00 0.22
H -3.45 0.84 0.57
*
```

HOMO energy (alpha / beta)	-0.638 / -0.638	Eh
frontier orbital gap (alpha / beta)	5.657 / 3.168	eV

Atomic partial charges in e from the Mulliken method, atoms 1 to 2:
1. Pt 0.897
2. S -0.052

ORCA calculation (ωB97M-V with the def2-TZVPD basis set) on a single C5H7NO molecule.

Geometry as ORCA input:
```
! RIJCOSX wB97M-V def2-TZVPD def2/J DEFGRID3
* xyz 0 1
C 1.35 0.24 -1.13
C 0.63 -0.05 0.19
N 0.58 -0.93 1.39
C -0.44 -1.07 0.38
C -1.51 0.03 0.26
C -0.37 1.04 0.38
O -0.24 2.23 0.46
H 0.68 0.94 -1.67
H 1.41 -0.64 -1.76
H 2.30 0.77 -1.05
H 0.26 -0.48 2.26
H -0.47 -2.05 -0.09
H -2.35 0.15 0.93
H -1.85 0.01 -0.79
*
```

HOMO energy	-0.337	Eh
relative energy (zero: lowest compared OMol25 entry of this formula, charge and spin)	3.036	eV
SMILES string	C[C@]12N[C@H]1CC2=O
frontier orbital gap	10.036	eV

Atomic partial charges in e from the Mulliken method, atoms 1 to 2:
1. C -1.172
2. C 0.874

ORCA calculation (ωB97M-V with the def2-TZVPD basis set) on a single C7H12 molecule in a non-equilibrium geometry.

Geometry as ORCA input:
```
! RIJCOSX wB97M-V def2-TZVPD def2/J DEFGRID3
* xyz 0 1
C -2.51 0.37 0.12
C -1.26 -0.50 0.03
C -0.25 -0.13 -1.08
C 0.88 -0.05 -0.04
C 2.27 -0.63 -0.23
C 2.06 0.82 0.15
C -0.05 -0.19 1.16
H -3.21 0.28 -0.73
H -2.22 1.43 0.18
H -3.09 0.13 1.02
H -1.53 -1.57 -0.01
H -0.07 -0.90 -1.83
H -0.50 0.81 -1.58
H 2.41 -0.96 -1.27
H 2.84 -1.23 0.48
H 2.40 1.69 -0.41
H 1.90 0.86 1.29
H -0.27 0.74 1.71
H 0.18 -0.98 1.89
*
```

HOMO energy	-0.354	Eh
relative energy (zero: lowest compared OMol25 entry of this formula, charge and spin)	2.217	eV
SMILES string	CC1CC2(CC2)C1
frontier orbital gap	10.787	eV

Atomic partial charges in e from the Mulliken method, atoms 1 to 2:
1. C -1.539
2. C 0.521

ORCA calculation (ωB97M-V with the def2-TZVPD basis set) on 18 unconnected molecules or ions with the total composition C21H74F3O19 in a non-equilibrium geometry.

Geometry as ORCA input:
```
! RIJCOSX wB97M-V def2-TZVPD def2/J DEFGRID3
* xyz -1 1
C 14.03 -12.89 13.79
O 13.83 -11.89 14.85
O 15.34 -13.29 13.93
C 12.90 -13.97 13.80
F 13.24 -14.97 12.96
F 12.74 -14.51 14.98
F 11.74 -13.54 13.37
C 12.70 -11.00 14.79
C 12.82 -10.20 16.09
H 13.76 -9.65 16.16
H 12.03 -9.47 16.27
H 12.95 -10.94 16.87
H 11.71 -11.44 14.74
H 12.80 -10.31 13.94
H 13.83 -12.36 12.86
C 14.49 -17.44 11.31
O 14.29 -18.66 10.70
H 14.27 -16.66 10.59
H 13.77 -17.25 12.11
H 15.49 -17.14 11.63
H 14.37 -19.35 11.36
C 12.84 -12.47 19.91
O 14.10 -12.39 20.60
H 12.21 -13.33 20.14
H 12.21 -11.61 20.14
H 13.05 -12.45 18.84
H 14.51 -13.26 20.57
C 9.83 -8.98 18.79
O 10.05 -7.57 18.97
H 9.45 -9.21 17.79
H 10.74 -9.56 18.95
H 9.20 -9.27 19.63
H 10.49 -7.31 18.16
C 16.95 -14.79 10.87
O 17.05 -14.83 12.25
H 15.98 -15.23 10.60
H 17.08 -13.77 10.50
H 17.69 -15.48 10.46
H 16.42 -14.17 12.56
C 15.87 -9.55 13.71
O 16.84 -8.53 13.49
H 14.86 -9.18 13.88
H 15.83 -10.20 12.84
H 16.09 -10.14 14.60
H 17.61 -8.86 13.01
C 11.95 -17.98 15.63
O 13.05 -18.30 16.46
H 11.08 -18.54 15.96
H 11.77 -16.92 15.81
H 12.13 -18.15 14.56
H 12.94 -17.85 17.30
C 14.11 -8.09 19.22
O 15.17 -7.64 18.37
H 14.42 -8.73 20.05
H 13.47 -7.31 19.64
H 13.35 -8.69 18.72
H 14.80 -7.18 17.60
C 10.99 -10.66 11.17
O 10.65 -9.50 11.88
H 11.81 -10.45 10.47
H 11.25 -11.48 11.84
H 10.20 -10.92 10.47
H 11.24 -8.77 11.68
C 10.53 -12.87 16.96
O 10.04 -12.95 18.32
H 10.22 -11.88 16.61
H 11.61 -12.96 16.91
H 10.13 -13.65 16.32
H 9.10 -12.78 18.39
C 9.24 -8.35 14.61
O 9.14 -9.70 14.09
H 8.57 -7.69 14.05
H 9.04 -8.38 15.68
H 10.27 -8.02 14.50
H 9.46 -9.75 13.19
C 8.55 -13.23 13.36
O 7.81 -12.44 12.43
H 7.92 -13.74 14.10
H 9.06 -14.02 12.81
H 9.24 -12.59 13.90
H 7.54 -11.65 12.90
C 15.45 -6.78 15.48
O 14.39 -6.12 16.14
H 15.57 -7.82 15.79
H 15.31 -6.79 14.40
H 16.41 -6.30 15.67
H 14.34 -5.26 15.72
C 12.55 -14.38 9.54
O 13.84 -14.08 9.14
H 12.48 -15.46 9.63
H 12.32 -13.91 10.50
H 11.91 -13.99 8.75
H 13.91 -13.15 8.94
C 14.96 -15.09 17.25
O 16.39 -15.01 17.31
H 14.55 -15.66 18.08
H 14.40 -14.16 17.34
H 14.72 -15.43 16.24
H 16.69 -15.20 18.20
C 10.36 -16.73 12.46
O 10.58 -17.90 11.69
H 10.36 -16.90 13.54
H 11.05 -15.90 12.29
H 9.40 -16.31 12.17
H 11.07 -17.72 10.89
C 15.97 -11.48 17.76
O 16.25 -11.92 16.43
H 15.30 -10.63 17.72
H 15.56 -12.38 18.20
H 16.85 -11.18 18.34
H 15.41 -11.98 15.96
C 15.93 -17.26 14.47
O 17.23 -16.86 14.87
H 15.33 -17.53 15.33
H 15.47 -16.47 13.87
H 15.98 -18.19 13.90
H 17.72 -17.69 14.95
*
```

HOMO energy	-0.179	Eh
relative energy (zero: lowest compared OMol25 entry of this formula, charge and spin)	2.026	eV
frontier orbital gap	6.686	eV

Atomic partial charges in e from the Mulliken method, atoms 1 to 2:
1. C -0.471
2. O 2.173

ORCA calculation (ωB97M-V with the def2-TZVPD basis set) on 2 unconnected molecules or ions with the total composition C2H3F2I in a non-equilibrium geometry.

Geometry as ORCA input:
```
! RIJCOSX wB97M-V def2-TZVPD def2/J DEFGRID3
* xyz 0 1
C 0.59 -0.52 -0.32
C -0.36 0.23 0.52
F 0.03 -0.99 -1.47
F -0.26 2.13 -0.19
I -2.38 -0.11 0.34
H 0.93 -1.40 0.25
H 1.46 0.09 -0.59
H -0.01 0.56 1.48
*
```

HOMO energy (alpha / beta)	-0.381 / -0.381	Eh
relative energy (zero: lowest compared OMol25 entry of this formula, charge and spin)	2.545	eV
frontier orbital gap (alpha / beta)	9.489 / 9.488	eV

Atomic partial charges in e from the Mulliken method, atoms 1 to 2:
1. C -0.169
2. C -0.143

ORCA calculation (ωB97M-V with the def2-TZVPD basis set) on 3 unconnected molecules or ions with the total composition C21H55ClN8O4P2 in a non-equilibrium geometry.

Geometry as ORCA input:
```
! RIJCOSX wB97M-V def2-TZVPD def2/J DEFGRID3
* xyz 0 1
C -2.58 0.87 2.98
O -3.41 2.04 2.68
C -2.57 3.24 2.37
C -1.34 3.38 3.46
N -1.79 3.35 4.91
C -3.57 4.53 2.63
C -3.37 5.78 1.59
C -2.02 6.68 1.85
Cl -2.54 8.50 1.80
C -2.09 3.05 0.81
C -0.76 3.89 0.37
C 0.38 2.88 -0.31
N 1.84 3.01 0.11
O 0.10 1.97 -1.26
H -1.64 0.73 2.31
H -2.28 0.82 4.13
H -3.27 -0.09 2.81
H -0.89 4.47 3.28
H -0.44 2.64 3.28
H -1.52 4.25 5.38
H -2.83 3.24 5.01
H -3.51 4.96 3.72
H -4.69 4.14 2.50
H -3.40 5.50 0.46
H -4.28 6.52 1.78
H -1.25 6.58 0.94
H -1.52 6.53 2.90
H -1.89 1.92 0.50
H -2.99 3.40 0.10
H -1.10 4.61 -0.53
H -0.30 4.59 1.18
H 2.02 4.04 0.29
H 2.03 2.52 1.01
O 3.80 -1.07 1.51
P 4.84 -1.42 0.41
N 4.16 -0.34 -0.72
C 2.80 -0.45 -1.21
C 4.46 1.07 -0.43
N 4.35 -3.04 0.24
C 3.63 -3.62 -0.88
C 3.90 -3.71 1.47
N 6.04 -1.81 -0.85
C 7.39 -1.55 -0.34
C 5.98 -1.46 -2.26
H 2.65 0.22 -2.07
H 2.06 -0.22 -0.44
H 2.59 -1.44 -1.61
H 5.54 1.24 -0.49
H 4.12 1.35 0.57
H 4.00 1.75 -1.15
H 2.56 -3.40 -0.83
H 3.74 -4.71 -0.88
H 4.02 -3.30 -1.85
H 2.86 -3.45 1.70
H 4.53 -3.42 2.32
H 3.97 -4.80 1.38
H 7.58 -0.47 -0.29
H 8.15 -2.02 -0.98
H 7.51 -1.97 0.66
H 6.20 -0.40 -2.43
H 5.02 -1.69 -2.72
H 6.72 -2.04 -2.83
O -2.80 -2.71 0.53
P -2.40 -2.28 -0.90
N -3.99 -2.42 -1.50
C -4.74 -3.66 -1.49
C -4.86 -1.32 -1.06
N -1.41 -3.64 -1.20
C -1.70 -4.75 -2.09
C -0.66 -4.16 -0.05
N -1.94 -1.79 -2.55
C -1.31 -0.47 -2.51
C -2.76 -1.89 -3.76
H -5.66 -3.55 -2.09
H -5.02 -3.98 -0.48
H -4.20 -4.47 -1.97
H -4.49 -0.37 -1.46
H -4.90 -1.24 0.03
H -5.89 -1.43 -1.43
H -2.39 -5.47 -1.62
H -0.78 -5.30 -2.33
H -2.11 -4.44 -3.05
H -1.30 -4.80 0.58
H -0.28 -3.33 0.57
H 0.21 -4.74 -0.36
H -2.05 0.31 -2.33
H -0.78 -0.25 -3.45
H -0.56 -0.43 -1.72
H -3.55 -1.14 -3.79
H -3.21 -2.88 -3.89
H -2.13 -1.74 -4.65
*
```

HOMO energy	-0.290	Eh
SMILES string	CO[C@](CN)(CCCCl)CCC(N)=O.CN(C)P(=O)(N(C)C)N(C)C.CN(C)P(=O)(N(C)C)N(C)C
frontier orbital gap	7.000	eV

Atomic partial charges in e from the Mulliken method, atoms 1 to 2:
1. C -0.522
2. O -0.486

ORCA calculation (ωB97M-V with the def2-TZVPD basis set) on 3 unconnected molecules or ions with the total composition C19H48N3O6P in a non-equilibrium geometry.

Geometry as ORCA input:
```
! RIJCOSX wB97M-V def2-TZVPD def2/J DEFGRID3
* xyz 0 1
C -7.52 -2.77 3.15
P -8.62 -2.21 1.69
C -9.28 -0.74 2.79
C -7.84 -3.63 0.66
C -7.03 -3.13 -0.69
C -5.53 -2.53 -0.38
C -5.52 -1.10 0.42
N -4.04 -0.71 0.56
C -3.51 -1.25 1.89
N -3.21 -0.36 2.90
N -3.27 -2.75 2.12
H -7.54 -1.90 3.94
H -7.89 -3.80 3.62
H -6.37 -2.91 2.85
H -9.96 -2.81 1.63
H -8.29 -1.21 0.70
H -10.14 -0.16 2.24
H -9.57 -1.08 3.87
H -8.36 0.01 2.87
H -7.21 -4.39 1.32
H -8.76 -4.27 0.25
H -7.69 -2.41 -1.38
H -6.86 -4.11 -1.35
H -4.93 -3.38 0.16
H -4.98 -2.34 -1.42
H -5.93 -1.16 1.53
H -6.15 -0.24 -0.11
H -4.08 0.35 0.57
H -3.40 0.63 2.63
H -4.17 -3.24 2.38
H -2.55 -2.90 2.85
C 3.91 -2.23 0.05
O 3.24 -0.99 -0.04
C 3.02 -0.54 -1.38
C 1.60 -0.01 -1.56
O 0.55 -0.99 -1.48
C 0.35 -1.62 -0.21
C -0.15 -0.71 0.92
O 0.84 0.25 1.30
C 0.34 1.57 1.41
H 4.99 -2.07 0.04
H 3.62 -2.70 0.99
H 3.62 -2.92 -0.76
H 3.21 -1.34 -2.10
H 3.73 0.27 -1.56
H 1.53 0.40 -2.58
H 1.39 0.83 -0.90
H 1.24 -2.17 0.09
H -0.42 -2.38 -0.38
H -0.36 -1.31 1.80
H -1.08 -0.22 0.61
H -0.41 1.79 0.64
H 1.18 2.26 1.27
H -0.09 1.73 2.40
C 5.57 1.77 0.01
O 6.62 1.93 -0.93
C 6.26 1.58 -2.27
C 6.75 2.63 -3.27
O 6.13 3.91 -3.19
C 6.35 4.67 -2.00
C 7.78 5.16 -1.77
O 8.66 4.07 -1.50
C 9.87 4.11 -2.25
H 5.57 0.74 0.39
H 5.75 2.45 0.84
H 4.59 2.01 -0.42
H 5.17 1.46 -2.38
H 6.74 0.62 -2.49
H 6.52 2.25 -4.28
H 7.84 2.73 -3.25
H 5.95 4.15 -1.13
H 5.72 5.57 -2.11
H 7.81 5.81 -0.89
H 8.12 5.74 -2.63
H 9.70 4.47 -3.27
H 10.26 3.09 -2.33
H 10.60 4.73 -1.74
*
```

HOMO energy	-0.304	Eh
relative energy (zero: lowest compared OMol25 entry of this formula, charge and spin)	2.137	eV
SMILES string	[H]/N=C(/N)NCCCC[PH2](C)C.COCCOCCOC.COCCOCCOC
frontier orbital gap	8.896	eV

Atomic partial charges in e from the Mulliken method, atoms 1 to 2:
1. C -0.888
2. P 0.537